{"formula": "H4O2", "method": "ωB97M-V with the def2-TZVPD basis set", "symbols": ["O", "H", "H", "O", "H", "H"], "xyz": [[-1.101180, -0.080377, -0.208585], [-1.725746, -0.799947, 0.002879], [-1.421913, 0.715541, 0.308352], [1.643991, -0.185977, -0.116616], [1.829005, 0.710673, -0.288364], [0.775842, -0.359912, 0.302336]], "forces_ev_per_angstrom": [[-1.07, 0.89, 1.13], [0.31, 0.56, -0.10], [0.42, -1.48, -0.90], [0.04, -2.46, 0.62], [-0.33, 1.55, -0.02], [0.63, 0.94, -0.73]], "multiplicity": 1, "relative_energy_kcal_mol": 6.5, "orbital_gap_ev": 11.3, "total_energy_ev": -4159.6554, "smiles": "O.O", "e_homo_ev": -10.74, "max_force_ev_per_a": 2.54}